No. 1
Computed, not measured: a structure of composition C2H3ClO2 at a distorted geometry, with ωB97M-V/def2-TZVPD.

Geometry as XYZ:
```
8
Properties=species:S:1:pos:R:3:forces:R:3:nbo_charge:R:1
Cl -3.473406 0.078689 -0.302209 -1.28 -1.17 -1.15 -0.2818
O 0.403547 1.073142 -0.098955 -0.47 -0.73 -1.11 -0.4139
O -0.072339 -0.629843 0.747252 1.28 -1.16 -1.40 -0.4127
C -0.730870 0.493091 0.442323 2.33 1.13 -0.61 0.2571
C 1.044094 -0.122333 0.046289 -2.76 1.48 3.24 0.2164
H -1.373722 1.077260 1.051350 -0.28 0.12 0.85 0.1650
H 1.760013 -0.580665 -0.565441 0.41 -0.67 -0.77 0.1879
H -4.206820 -0.743317 -1.062369 0.76 1.01 0.95 0.2820
```
Positions in Å, forces in eV/Å.

Kohn-Sham gap (alpha / beta) in eV: 8.362 / 8.362
ΔE to the lowest compared entry with this formula, charge and spin in eV: 4.5970
Maximum force in Eh/bohr: 0.0875
Electronic energy in eV: -18735.4537


No. 2
Computed, not measured: a cluster of 3 separate species, C2H3ClO2 in total at a distorted geometry, with ωB97M-V/def2-TZVPD.

Geometry as XYZ:
```
8
Properties=species:S:1:pos:R:3:forces:R:3:nbo_charge:R:1
Cl 0.286272 -2.188281 -0.514588 0.45 0.73 0.35 -0.0158
O 1.121195 0.624987 1.345668 1.10 0.29 -0.24 -0.4923
O 0.676511 1.383996 -0.886093 -0.02 0.27 -0.43 -0.4289
C 0.351733 0.317873 2.092320 -0.68 -0.27 1.05 0.5024
C -0.918986 -0.966950 -0.343416 2.85 0.10 0.54 -0.3538
H 0.983025 2.270198 -1.150435 0.03 0.01 -0.02 0.4187
H -1.740611 -1.440295 -0.652384 -3.67 -0.67 -0.89 0.1682
H -0.759138 -0.001527 0.108927 -0.06 -0.46 -0.36 0.2015
```
Positions in Å, forces in eV/Å.

Kohn-Sham gap (alpha / beta) in eV: 11.123 / 6.121
ΔE to the lowest compared entry with this formula, charge and spin in eV: 5.4116
Maximum force in Eh/bohr: 0.0746
Electronic energy in eV: -18734.6391


No. 3
Computed, not measured: the ion C2H3ClO3P with charge -1 at a distorted geometry, with ωB97M-V/def2-TZVPD.

Geometry as XYZ:
```
10
Properties=species:S:1:pos:R:3:forces:R:3:nbo_charge:R:1
Cl -1.138752 1.951598 0.953355 0.13 0.06 0.46 -0.4945
P 0.618917 1.384212 -0.163543 0.86 -0.30 0.94 2.1196
O 0.148176 1.567271 -1.525494 -0.21 0.03 -1.99 -1.1525
O 1.811627 2.110949 0.399924 -1.28 -1.40 -0.10 -1.1145
O 0.706745 -1.726524 -0.215955 1.12 0.30 0.23 -0.5141
C -0.644856 -1.360499 -0.340590 -0.60 -0.74 4.67 -0.1012
C 0.319149 -0.459385 0.342094 0.29 1.11 1.04 -0.2854
H -1.402609 -1.920114 0.419497 1.61 1.15 -2.32 0.1551
H 0.410666 -0.396117 1.459473 -0.52 -0.73 -0.91 0.1887
H -0.829062 -1.151391 -1.328760 -1.39 0.53 -2.02 0.1988
```
Positions in Å, forces in eV/Å.

Total charge: -1
Kohn-Sham gap in eV: 9.396
ΔE to the lowest compared entry with this formula, charge and spin in eV: 1.5108
Maximum force in Eh/bohr: 0.0928
Electronic energy in eV: -30078.9266


No. 4
Computed, not measured: a cluster of 2 separate species, C2H3ClO4S2 in total at a distorted geometry, with ωB97M-V/def2-TZVPD.

Geometry as XYZ:
```
12
Properties=species:S:1:pos:R:3:forces:R:3:nbo_charge:R:1
Cl -2.132260 -1.788499 0.286726 0.26 0.55 -0.23 0.0990
S -0.776400 1.075451 -0.108376 -0.53 0.83 0.40 2.1645
S 0.774952 -0.961028 -0.059016 1.21 -1.10 -0.83 2.1338
O -1.663764 1.414202 -1.174026 -0.42 -0.94 0.18 -0.8655
O 0.740402 -1.920178 -1.123874 -0.23 0.06 0.28 -0.8904
O -0.533896 1.990173 0.941710 -0.45 0.83 1.39 -0.9108
O 1.743242 -1.044608 0.997840 -0.31 0.01 -0.16 -0.8991
C -0.870829 -0.667905 0.676160 1.30 -1.18 3.22 -0.7777
C 0.816570 0.708422 -0.726350 -1.38 -1.71 0.50 -0.9532
H 1.467468 1.255318 -0.154231 1.74 1.35 1.28 0.2809
H -0.443194 -0.992963 2.185060 -1.43 1.70 -4.21 0.3338
H 0.877708 0.931618 -1.741624 0.23 -0.39 -1.83 0.2847
```
Positions in Å, forces in eV/Å.

Kohn-Sham gap in eV: 10.037
ΔE to the lowest compared entry with this formula, charge and spin in eV: 1.7590
Maximum force in Eh/bohr: 0.0926
Electronic energy in eV: -44500.4430


No. 5
Computed, not measured: an isolated molecule of C2H3ClOS at a distorted geometry, with ωB97M-V/def2-TZVPD.

Geometry as XYZ:
```
8
Properties=species:S:1:pos:R:3:forces:R:3:nbo_charge:R:1
Cl 1.960773 0.127684 -0.120294 -0.50 -0.36 0.03 -0.1926
S -2.386546 -0.072511 -0.104178 1.04 -1.10 -0.71 -0.0995
O -0.528981 1.485228 0.042059 6.11 3.98 -0.82 -0.6063
C -0.743973 0.265488 -0.160917 -5.26 -1.59 1.68 0.2173
C 0.221394 -0.781268 0.044821 4.12 1.61 2.93 -0.3224
H 0.422135 -1.458440 -0.665465 -0.34 -2.53 -2.76 0.2386
H 0.591241 1.687834 -0.083588 -3.79 -0.91 0.65 0.4878
H 0.463957 -1.254016 1.047563 -1.39 0.90 -0.99 0.2770
```
Positions in Å, forces in eV/Å.

Kohn-Sham gap in eV: 8.546
ΔE to the lowest compared entry with this formula, charge and spin in eV: 1.7534
Maximum force in Eh/bohr: 0.1427
Electronic energy in eV: -27525.8438


No. 6
Computed, not measured: an isolated molecule of C2H3ClS at a distorted geometry, with ωB97M-V/def2-TZVPD.

Geometry as XYZ:
```
7
Properties=species:S:1:pos:R:3:forces:R:3:nbo_charge:R:1
Cl -0.178926 -1.468583 -1.430568 -0.37 0.73 0.19 -0.0648
S 0.880053 2.133160 0.392953 -0.03 -0.32 0.18 0.1267
C 0.728472 0.547745 0.313246 -2.09 -1.43 -1.73 -0.3003
C -0.653166 -0.306525 -0.120505 2.14 2.28 -0.76 -0.4066
H -0.677394 -0.918863 0.699262 -0.79 -1.63 2.13 0.2046
H -1.644917 0.216897 -0.276475 1.62 -0.36 -0.16 0.2398
H 1.545877 -0.203832 0.422088 -0.49 0.72 0.14 0.2006
```
Positions in Å, forces in eV/Å.

Kohn-Sham gap in eV: 8.540
ΔE to the lowest compared entry with this formula, charge and spin in eV: 0.7700
Maximum force in Eh/bohr: 0.0626
Electronic energy in eV: -25478.7967


No. 7
Computed, not measured: a cluster of 2 separate species, C2H3ClSi in total at a distorted geometry, with ωB97M-V/def2-TZVPD.

Geometry as XYZ:
```
7
Properties=species:S:1:pos:R:3:forces:R:3:nbo_charge:R:1
Cl -1.569369 1.018925 1.257192 -0.82 0.57 0.56 -0.2934
Si -0.142159 -0.172292 0.611887 1.17 2.06 -3.43 0.9199
C 0.788685 0.301003 -0.915968 -2.32 -0.34 2.63 -0.5129
C 1.441168 0.633952 -1.855777 1.04 0.13 -0.58 -0.1908
H 0.418947 -1.327996 0.991346 0.57 -2.67 1.72 -0.1476
H -3.216989 -1.346678 2.332269 -0.05 -0.07 0.03 -0.0019
H 2.279717 0.893086 -2.420949 0.41 0.33 -0.93 0.2267
```
Positions in Å, forces in eV/Å.

Kohn-Sham gap (alpha / beta) in eV: 10.197 / 6.717
ΔE to the lowest compared entry with this formula, charge and spin in eV: 5.0144
Maximum force in Eh/bohr: 0.0810
Electronic energy in eV: -22516.8304


No. 8
Computed, not measured: a structure of composition C2H3EuO at a distorted geometry, with ωB97M-V/def2-TZVPD.

Geometry as XYZ:
```
7
Properties=species:S:1:pos:R:3:forces:R:3:mulliken_spin:R:1
Eu -3.275097 -0.269807 -0.200339 1.50 0.05 -0.45 8.0537
O -1.019433 -0.221138 -0.834117 -1.61 0.32 -0.22 -0.0341
C 0.249833 -0.269932 -0.527332 0.82 -2.43 3.83 -0.0297
C 0.898585 0.427533 0.447054 -0.19 1.73 -1.07 0.0038
H 0.442464 1.315369 0.896792 0.22 0.09 -0.16 0.0072
H 0.722432 -1.304197 -0.317775 -0.33 0.58 -2.24 -0.0017
H 1.981216 0.322172 0.535717 -0.41 -0.33 0.31 0.0008
```
Positions in Å, forces in eV/Å.

Kohn-Sham gap (alpha / beta) in eV: 5.715 / 7.231
Maximum force in Eh/bohr: 0.0896
Electronic energy in eV: -23495.2576
Multiplicity: 9


No. 9
Computed, not measured: an isolated molecule of C2H3F2I at a distorted geometry, with ωB97M-V/def2-TZVPD.

Geometry as XYZ:
```
8
Properties=species:S:1:pos:R:3:forces:R:3:nbo_charge:R:1
I -0.368959 -0.893161 0.002570 1.88 -0.88 0.24 0.1900
F -3.277894 0.032588 -0.078573 -0.76 -0.47 0.90 -0.3409
F -2.231230 1.790383 0.278557 -0.13 0.37 0.87 -0.3349
C 1.734057 -0.482632 0.081676 -0.73 -0.98 0.16 -0.7278
C -2.306950 0.770125 -0.515144 -0.29 1.07 -2.18 0.5601
H 2.261366 -1.030400 0.804745 0.04 -0.71 1.57 0.2197
H 2.283186 -0.711465 -0.768509 0.13 -0.78 -2.27 0.2185
H 1.906422 0.524561 0.194681 -0.14 2.37 0.71 0.2152
```
Positions in Å, forces in eV/Å.

Kohn-Sham gap in eV: 8.918
ΔE to the lowest compared entry with this formula, charge and spin in eV: 3.1771
Maximum force in Eh/bohr: 0.0481
Electronic energy in eV: -15654.9789


No. 10
Computed, not measured: a cluster of 2 separate species, C2H3F2I in total at a distorted geometry, with ωB97M-V/def2-TZVPD.

Geometry as XYZ:
```
8
Properties=species:S:1:pos:R:3:forces:R:3:nbo_charge:R:1
I -2.700657 1.884992 -0.253924 -0.27 0.10 0.10 -0.1109
F 0.430135 0.968586 -0.737790 -0.07 -0.43 0.72 -0.3198
F 2.269632 -0.016130 -0.387038 -0.21 -0.41 0.50 -0.3080
C 0.360403 -1.030451 0.567440 1.71 0.98 -0.03 -0.5939
C 0.978139 -0.058303 -0.075764 0.21 0.10 -1.33 0.7662
H 0.942902 -1.765038 1.052064 0.82 -0.69 0.10 0.2293
H -0.602147 -0.977235 0.929834 -2.14 0.38 0.05 0.2295
H -1.678407 0.993578 -1.094821 -0.06 -0.04 -0.10 0.1076
```
Positions in Å, forces in eV/Å.

Kohn-Sham gap in eV: 10.703
ΔE to the lowest compared entry with this formula, charge and spin in eV: 1.1431
Maximum force in Eh/bohr: 0.0422
Electronic energy in eV: -15657.0129


Which of these has the highest maximum force?
C2H3ClOS


maximum force of number 9 (C2H3F2I)?
0.0481 Eh/bohr


Please write out number 2 again, unchanged.
Computed, not measured: a cluster of 3 separate species, C2H3ClO2 in total at a distorted geometry, with ωB97M-V/def2-TZVPD.

Geometry as XYZ:
```
8
Properties=species:S:1:pos:R:3:forces:R:3:nbo_charge:R:1
Cl 0.286272 -2.188281 -0.514588 0.45 0.73 0.35 -0.0158
O 1.121195 0.624987 1.345668 1.10 0.29 -0.24 -0.4923
O 0.676511 1.383996 -0.886093 -0.02 0.27 -0.43 -0.4289
C 0.351733 0.317873 2.092320 -0.68 -0.27 1.05 0.5024
C -0.918986 -0.966950 -0.343416 2.85 0.10 0.54 -0.3538
H 0.983025 2.270198 -1.150435 0.03 0.01 -0.02 0.4187
H -1.740611 -1.440295 -0.652384 -3.67 -0.67 -0.89 0.1682
H -0.759138 -0.001527 0.108927 -0.06 -0.46 -0.36 0.2015
```
Positions in Å, forces in eV/Å.

Kohn-Sham gap (alpha / beta) in eV: 11.123 / 6.121
ΔE to the lowest compared entry with this formula, charge and spin in eV: 5.4116
Maximum force in Eh/bohr: 0.0746
Electronic energy in eV: -18734.6391